No. 1
Density functional theory data (wB97M-V/def2-TZVPD) for a structure of composition C31H28Cl2LaN6OS2Si at a distorted geometry.

ΔE to the lowest compared entry with this formula, charge and spin ... 28.45 kcal per mole
Spin multiplicity ... 1
Net charge ... +1
Gap between HOMO and LUMO ... 6.3 eV

```
72
Properties=species:S:1:pos:R:3:forces:R:3
La 0.1226 -0.4798 -0.2572 -1.556 -0.813 1.852
N -4.5063 -1.0894 -2.0387 0.260 -0.390 0.170
C -4.3687 0.2608 -2.2783 0.535 0.788 0.127
C -5.1313 1.2033 -2.9552 -0.121 -0.083 -0.024
C -4.6728 2.5065 -2.9423 -0.049 -0.050 -0.067
C -3.4979 2.8783 -2.2812 0.050 -0.049 0.050
C -2.7395 1.9519 -1.6020 -0.013 -0.126 0.043
C -3.1812 0.6339 -1.6175 -0.763 0.266 -0.412
N -2.6438 -0.4685 -0.9946 0.566 -0.453 0.202
C -3.4534 -1.4774 -1.2702 -0.064 0.495 -0.059
C -3.2229 -2.7933 -0.7232 -0.358 -1.111 -0.098
C -3.9090 -3.9595 -0.9563 0.276 0.236 0.178
S -3.2538 -5.2368 -0.0275 0.213 0.586 0.039
C -2.0995 -4.1248 0.6097 -0.284 -0.571 -0.020
N -2.1877 -2.9203 0.1653 0.358 0.689 0.032
H -5.2365 -1.6853 -2.3943 0.049 0.008 0.074
H -6.0465 0.9420 -3.4615 -0.103 -0.040 -0.091
H -5.2306 3.2659 -3.4669 -0.110 0.044 -0.054
H -3.1667 3.9046 -2.3207 -0.041 0.085 0.028
H -1.8204 2.2148 -1.0936 -0.077 0.058 -0.025
H -4.7392 -4.1515 -1.6063 -0.190 0.078 -0.177
H -1.3657 -4.4255 1.3292 0.267 -0.199 0.174
Cl -0.3566 3.7009 -2.8365 0.049 0.121 -0.202
C 0.9621 3.4683 -1.7500 -0.029 -1.030 0.224
C 1.7537 4.5709 -1.4280 0.568 0.115 0.398
C 2.8478 4.4207 -0.6154 -0.430 0.041 -0.305
Cl 3.8190 5.7920 -0.2188 0.042 0.133 -0.019
C 3.1828 3.1514 -0.0948 -0.215 -0.290 0.020
C 4.3089 2.9105 0.7142 0.089 -0.291 0.037
C 4.5604 1.6417 1.1645 -0.062 0.259 -0.097
C 3.6562 0.6196 0.8447 0.012 -0.312 0.147
N 2.5797 0.8074 0.1145 -0.504 -0.353 0.045
C 2.3426 2.0440 -0.3853 -0.205 0.650 -0.398
C 1.1981 2.1853 -1.2482 1.132 2.193 -0.133
O 0.4619 1.1575 -1.5453 -0.022 0.515 -1.559
H 1.4964 5.5378 -1.8295 0.018 0.089 -0.044
H 4.9690 3.7312 0.9478 0.073 0.031 0.054
H 5.4310 1.4193 1.7622 0.015 -0.025 0.029
H 3.8282 -0.3899 1.2005 -0.009 -0.041 -0.007
C -2.0583 3.7533 3.7854 0.352 0.487 0.365
N -2.6786 2.7401 2.9787 0.109 -0.648 -0.633
C -4.0300 2.5076 2.8892 -0.534 -0.294 -0.197
C -4.2222 1.5080 2.0010 -0.271 0.215 0.231
N -2.9814 1.1265 1.5535 0.288 0.390 0.408
C -2.0339 1.8916 2.1472 -0.409 -0.351 -0.084
S -0.3826 1.7738 1.8921 0.953 -0.339 -0.303
H -2.2552 3.5843 4.8462 -0.012 -0.051 -0.133
H -2.4352 4.7365 3.5007 0.027 -0.061 0.016
H -0.9841 3.7192 3.6116 -0.082 0.019 0.037
H -4.7355 3.0636 3.4715 -0.133 0.103 0.062
H -5.1225 1.0473 1.6517 -0.172 -0.056 -0.017
H -2.7723 0.4182 0.8542 -0.193 0.185 0.153
C 1.0101 -4.4964 -0.8431 0.112 0.322 0.410
Si 1.5511 -2.9917 0.2544 0.760 -0.943 -0.244
C 1.3394 -3.5009 2.1140 0.122 0.085 -0.636
C 3.4404 -2.8355 -0.0620 -0.645 -0.221 0.249
C 3.9177 -2.1779 -1.1967 -0.163 -0.083 0.067
C 5.2754 -2.0485 -1.4276 0.069 0.106 -0.147
C 6.1879 -2.5484 -0.5117 0.004 -0.002 0.007
C 5.7295 -3.2054 0.6172 0.211 -0.009 0.122
C 4.3715 -3.3569 0.8326 -0.104 0.096 -0.041
H 1.2322 -5.4390 -0.3476 0.086 -0.189 0.059
H 1.5525 -4.4847 -1.7863 0.108 0.059 -0.078
H -0.0504 -4.4946 -1.0838 -0.166 0.011 -0.031
H 1.6714 -4.5190 2.3044 0.081 -0.182 0.017
H 0.3090 -3.4263 2.4520 -0.230 0.027 0.045
H 1.9207 -2.8380 2.7498 0.117 0.122 0.110
H 3.2097 -1.7586 -1.9095 0.075 -0.008 -0.012
H 5.6290 -1.5531 -2.3198 0.027 0.082 -0.087
H 7.2479 -2.4279 -0.6790 0.082 -0.008 -0.028
H 6.4307 -3.6003 1.3363 0.127 -0.067 0.062
H 4.0257 -3.8850 1.7102 0.034 -0.051 0.121
```
Positions in Å, forces in eV/Å.



No. 2
Density functional theory data (wB97M-V/def2-TZVPD) for a structure of composition C31H28Cl2N8O4Re at a distorted geometry.

Spin multiplicity ... 2
Net charge ... +2
Gap between HOMO and LUMO (spin up / spin down) ... 5.7 / 5.4 eV

```
74
Properties=species:S:1:pos:R:3:forces:R:3
Re 0.5875 0.5888 0.3322 1.429 -1.058 -1.880
Cl 6.2083 -1.5450 -3.0418 0.168 -0.094 0.083
C 4.6458 -0.9567 -2.6835 -0.559 0.299 0.207
C 4.2722 -0.7614 -1.3632 0.491 -0.182 -0.311
C 3.0061 -0.2734 -1.0559 -0.516 -0.204 -1.326
N 2.5283 0.0384 0.1930 -1.112 0.420 -0.532
C 3.2743 -0.1668 1.3229 0.742 0.013 0.982
O 4.3843 -0.6449 1.3993 -0.596 0.249 0.085
C 2.5474 0.2999 2.5541 0.367 -0.183 0.478
C 3.2147 0.2975 3.7715 -0.207 0.026 -0.240
C 2.5529 0.7579 4.8981 -0.120 0.007 -0.163
C 1.2402 1.1897 4.7654 0.065 -0.139 -0.125
C 0.6373 1.1368 3.5191 -0.233 0.228 0.386
N 1.2716 0.7095 2.4263 0.088 0.218 -0.704
C 2.0797 0.0067 -2.1204 1.374 -0.655 0.271
C 2.4750 -0.1765 -3.4436 0.189 -0.052 -0.231
C 3.7470 -0.6499 -3.7323 -0.164 0.086 0.478
Cl 4.2357 -0.8448 -5.3535 -0.105 -0.018 -0.173
N 0.8955 0.5593 -1.7035 -0.219 -0.100 2.265
C 0.3201 1.5669 -2.4652 -0.112 0.502 -0.476
O 0.1367 1.5641 -3.6543 -0.115 -0.015 0.532
C 0.0932 2.7680 -1.5927 -0.068 0.743 -0.188
C -0.3211 3.9729 -2.1409 -0.029 -0.550 0.071
C -0.3482 5.1023 -1.3398 0.127 -0.105 0.386
C 0.0774 4.9880 -0.0225 -0.068 -0.024 -0.287
C 0.4647 3.7462 0.4548 0.076 0.211 0.314
N 0.4672 2.6503 -0.2998 -0.084 0.014 -0.153
H 4.9697 -0.9684 -0.5671 -0.002 -0.074 -0.195
H 4.2340 -0.0581 3.7996 0.034 -0.004 -0.025
H 3.0457 0.7752 5.8576 0.045 0.024 0.084
H 0.6887 1.5529 5.6186 -0.097 0.012 0.007
H -0.3948 1.4329 3.3947 -0.045 0.101 -0.066
H 1.7901 0.0568 -4.2444 0.052 -0.058 -0.049
H -0.6054 3.9967 -3.1822 0.023 -0.020 -0.078
H -0.6773 6.0499 -1.7337 0.005 0.132 -0.059
H 0.1130 5.8489 0.6255 0.000 0.029 0.101
H 0.7948 3.6256 1.4767 -0.019 -0.041 0.072
N -1.4216 0.8695 0.4066 -1.008 -0.100 0.260
C -2.5886 0.9328 0.3734 0.792 -0.052 0.308
N -3.8630 0.9529 0.3808 -0.090 -0.140 0.095
C -4.6563 2.0720 0.8776 -0.379 0.875 0.183
C -5.3383 2.7857 -0.2895 -0.102 -0.199 0.119
C -6.1565 1.7998 -1.1205 0.223 0.113 -0.164
C -5.2803 0.6362 -1.5757 -0.168 -0.077 0.207
C -4.6238 -0.0394 -0.3746 -0.348 -0.476 -0.785
H -4.0198 2.7572 1.4394 0.020 -0.143 0.014
H -5.4132 1.6615 1.5527 0.131 -0.015 0.022
H -4.5794 3.2543 -0.9189 0.055 0.083 -0.007
H -5.9820 3.5708 0.1065 0.065 0.056 0.029
H -6.5601 2.3132 -1.9924 -0.105 -0.026 0.028
H -6.9995 1.4271 -0.5370 -0.069 -0.018 0.035
H -4.5054 1.0004 -2.2528 0.058 -0.049 -0.077
H -5.8749 -0.1036 -2.1092 0.028 -0.039 -0.068
H -3.9569 -0.8427 -0.6899 -0.012 0.022 0.113
H -5.3855 -0.4513 0.2930 0.107 -0.003 0.033
O 3.4338 -3.6250 -0.6855 0.194 0.384 -0.027
C 2.9436 -4.7936 -0.0891 -0.163 -0.203 0.127
N 1.8634 -5.3754 -0.8515 0.394 -0.415 -0.012
C 0.6116 -4.8763 -0.9103 0.053 0.270 0.195
O -0.2450 -5.2461 -1.6732 -0.223 -0.052 -0.149
C 0.2864 -3.8165 0.1192 -0.293 0.118 0.074
C -0.4102 -4.1834 1.2648 0.185 0.292 -0.196
C -0.8106 -3.1866 2.1394 0.081 0.087 -0.125
C -0.5099 -1.8726 1.8365 -0.247 -0.218 0.456
N 0.1643 -1.5174 0.7375 -0.078 0.654 0.178
C 0.5459 -2.4731 -0.1089 0.245 -0.449 -0.416
H 4.0214 -3.8523 -1.4152 0.018 0.022 -0.009
H 2.5656 -4.4988 0.8944 0.149 -0.085 -0.140
H 3.7309 -5.5414 0.0446 -0.188 0.036 -0.032
H 2.0712 -6.0848 -1.5415 -0.002 0.010 0.003
H -0.6263 -5.2230 1.4566 -0.073 -0.108 0.038
H -1.3473 -3.4292 3.0400 -0.095 0.052 0.151
H -0.8181 -1.0753 2.4981 0.003 0.033 0.014
H 1.0827 -2.1653 -0.9960 0.035 0.029 -0.016
```
Positions in Å, forces in eV/Å.



No. 3
Density functional theory data (wB97M-V/def2-TZVPD) for a structure of composition C31H28Cl5N6OS4Sn at a distorted geometry.

ΔE to the lowest compared entry with this formula, charge and spin ... 0.00 kcal per mole
Spin multiplicity ... 1
Net charge ... +1
Gap between HOMO and LUMO ... 7.7 eV

```
76
Properties=species:S:1:pos:R:3:forces:R:3
Sn -1.6849 1.6202 1.3936 0.451 -0.117 -0.025
S -3.3822 3.3012 1.2462 -0.087 -0.024 -0.108
C -3.9687 3.2736 2.9144 0.005 -0.024 0.028
C -5.1468 3.9793 3.1666 0.005 -0.002 -0.002
C -5.6756 4.0469 4.4409 -0.006 0.001 0.005
C -5.0460 3.3883 5.4893 -0.001 -0.001 0.005
C -3.8917 2.6675 5.2513 -0.009 0.007 -0.005
C -3.3374 2.6126 3.9725 -0.016 0.002 -0.018
S -1.8617 1.6527 3.7882 -0.089 0.008 0.023
H -5.6445 4.4804 2.3463 0.002 0.000 -0.001
H -6.5848 4.6065 4.6141 0.000 0.000 0.001
H -5.4578 3.4283 6.4885 -0.001 0.001 -0.001
H -3.4058 2.1382 6.0609 0.005 0.000 -0.002
Cl -3.8655 -0.9628 1.4464 -0.013 0.050 0.119
C -3.5334 -2.0645 0.0886 -0.133 -0.001 0.209
Cl -1.9940 -2.9034 0.2694 -1.842 0.164 2.124
H -3.4971 -1.4701 -0.8165 0.053 0.004 -0.041
H -4.3308 -2.7970 0.0685 -0.012 0.000 -0.017
C -3.4803 1.2869 -5.1219 0.000 0.002 0.000
C -3.0013 1.8660 -3.8295 -0.005 0.006 -0.007
C -3.1409 3.2216 -3.5319 0.006 0.003 -0.002
C -2.6763 3.6569 -2.3106 -0.002 0.005 -0.009
N -2.1007 2.8295 -1.4334 0.038 -0.010 -0.015
C -2.0377 1.5567 -1.8030 -0.034 0.033 0.022
S -1.2906 0.4235 -0.6640 -0.282 0.209 0.039
N -2.4536 1.0289 -2.9453 -0.006 -0.011 -0.002
H -3.2563 1.9508 -5.9559 -0.003 0.001 0.000
H -4.5639 1.1565 -5.0868 0.001 -0.003 0.004
H -3.0230 0.3152 -5.2881 0.004 0.001 -0.004
H -3.5968 3.9044 -4.2343 0.005 0.003 -0.001
H -2.7525 4.6956 -2.0108 -0.009 0.000 0.001
N 0.6068 3.4736 2.3784 -0.079 0.045 -0.013
C 1.6168 4.2976 2.0762 0.004 -0.022 0.014
C 1.7765 4.2684 0.7052 0.011 -0.015 0.000
C 0.7942 3.3909 0.2442 0.040 -0.016 -0.004
N 0.0956 2.9164 1.2708 -0.079 0.015 0.052
H 0.1575 3.2773 3.2667 0.041 -0.026 0.011
H 2.1453 4.8344 2.8454 -0.005 0.014 -0.007
H 2.4989 4.8100 0.1219 0.001 -0.001 0.002
H 0.5502 3.0804 -0.7585 -0.019 0.007 0.005
Cl 7.2344 -5.9099 -1.8112 0.000 0.000 0.004
C 5.9676 -4.8550 -1.2857 0.002 -0.007 -0.007
C 6.1609 -3.4828 -1.3109 0.004 -0.003 -0.019
C 5.1302 -2.6522 -0.9084 -0.031 0.025 -0.026
C 3.9120 -3.1631 -0.4749 -0.027 0.007 0.000
C 2.8009 -2.2283 -0.0502 0.023 -0.016 0.046
C 2.9232 -1.9008 1.4309 0.056 -0.031 0.034
N 1.6916 -1.2994 1.9308 0.042 0.092 0.144
C 0.8748 -1.8259 2.9054 -0.062 -0.087 -0.148
C -0.2231 -1.0293 2.9561 -0.036 -0.030 0.018
N -0.0774 -0.0147 2.0370 -0.070 0.115 0.064
C 1.0907 -0.2034 1.4484 -0.038 -0.083 -0.123
O 2.8449 -1.0013 -0.7623 0.058 -0.079 0.037
C 1.9069 -0.9319 -1.8475 -0.070 -0.004 -0.102
C 1.8754 -2.1699 -2.6845 0.049 -0.017 -0.085
C 0.8797 -3.1013 -2.6365 -0.070 -0.061 -0.407
Cl -0.5622 -3.0130 -1.7046 1.909 -0.205 -1.774
S 1.1814 -4.4582 -3.6354 0.061 0.076 -0.049
C 2.6685 -3.7827 -4.1562 0.035 -0.042 -0.039
C 2.9082 -2.5776 -3.5815 0.053 0.003 0.003
C 3.7657 -4.5447 -0.4354 0.004 0.020 0.009
Cl 2.2859 -5.2506 0.1513 -0.030 0.016 0.004
C 4.7746 -5.4007 -0.8453 -0.020 0.006 0.004
H 7.1030 -3.0773 -1.6516 -0.001 0.001 0.001
H 5.2551 -1.5780 -0.9539 -0.001 -0.001 -0.002
H 1.8339 -2.7149 -0.2054 0.054 -0.020 0.035
H 3.7665 -1.2289 1.5957 -0.010 0.001 -0.007
H 3.0905 -2.8150 1.9975 0.006 0.010 0.022
H 1.1351 -2.7224 3.4399 -0.002 0.004 0.005
H -1.1044 -1.1205 3.5667 0.018 0.013 0.014
H 1.5098 0.3941 0.6570 0.011 0.023 0.043
H 2.2218 -0.0694 -2.4345 -0.009 0.009 -0.020
H 0.9080 -0.7358 -1.4454 0.126 -0.035 -0.070
H 3.2818 -4.3140 -4.8656 0.017 0.001 0.010
H 3.7943 -1.9894 -3.7747 0.011 -0.005 0.003
H 4.6310 -6.4712 -0.8191 0.001 0.000 0.000
```
Positions in Å, forces in eV/Å.